Record 1
Computed, not measured: a molecular structure, C51H38N2O5P2RhTe, with ωB97M-V/def2-TZVPD.

The geometry in XYZ format:
```
100
Properties=species:S:1:pos:R:3:forces:R:3
Rh -0.012868 0.810036 0.414570 -0.16 0.63 0.18
O 0.215623 5.686966 4.824599 0.01 0.01 -0.02
C 0.218285 4.663632 3.924966 0.00 0.01 0.04
C 1.392692 4.028752 3.536664 -0.01 -0.04 -0.03
C 1.297287 3.006507 2.609568 0.03 -0.04 -0.01
N 0.144830 2.661217 2.059441 0.02 -0.07 -0.03
C -0.983644 3.180509 2.522548 -0.05 0.02 0.00
C -1.004549 4.209490 3.445691 0.01 -0.05 -0.03
C -2.228521 2.425519 2.084504 -0.08 0.11 -0.03
O -3.333976 2.847533 2.420376 0.05 0.01 -0.04
O -1.988320 1.365896 1.419126 0.13 -0.31 0.07
C 2.455835 2.069133 2.274600 0.07 0.12 0.01
O 3.568465 2.341872 2.729612 -0.04 0.02 -0.02
O 2.120055 1.074264 1.564630 -0.01 -0.30 -0.04
H 1.126127 5.880529 5.072274 -0.01 -0.01 0.01
H 2.362636 4.268058 3.955795 -0.01 0.00 0.02
H -1.946876 4.602657 3.798256 0.01 0.01 0.01
Te 0.124784 3.478114 -2.774601 0.03 -0.18 -0.22
C -0.156905 3.335919 -4.864923 0.00 0.00 -0.03
C -0.677878 4.399352 -5.594688 0.03 -0.01 -0.02
C -0.859662 4.252657 -6.961767 -0.02 0.06 0.03
N -0.574354 3.142738 -7.637851 0.00 -0.01 -0.06
C -0.081471 2.128160 -6.928860 0.02 -0.03 0.00
C 0.145224 2.172345 -5.562930 -0.04 0.02 0.04
C 0.091792 1.433969 -2.389727 -0.02 0.26 0.22
P -1.264677 0.757601 -1.439610 -0.07 -0.09 -0.18
C -1.764237 -0.826651 -2.208924 -0.01 -0.07 0.01
C -1.646291 -1.005362 -3.585026 0.14 0.02 0.03
C -2.055555 -2.186572 -4.179839 -0.04 -0.08 -0.02
C -2.594407 -3.206062 -3.404284 0.00 0.01 -0.06
C -2.737424 -3.029122 -2.037231 0.00 0.05 0.07
C -2.328352 -1.841959 -1.444284 -0.11 0.05 0.00
C -2.785182 1.722452 -1.779344 0.14 0.11 -0.11
C -2.960785 2.075331 -3.124149 0.01 0.00 0.04
C -4.061635 2.807002 -3.527064 -0.02 -0.01 -0.01
C -5.010012 3.201328 -2.589988 0.00 0.00 -0.02
C -4.849767 2.843917 -1.263500 -0.03 0.00 0.04
C -3.746791 2.101589 -0.853086 0.01 -0.11 0.07
P 1.383914 0.779978 -1.349493 0.01 -0.08 -0.05
C 2.027319 -0.806191 -1.970692 0.16 0.06 -0.02
C 1.666544 -1.329591 -3.202852 -0.08 0.01 0.07
C 2.189982 -2.545825 -3.624835 0.01 -0.02 -0.02
C 3.086968 -3.229045 -2.819013 0.00 -0.03 -0.02
C 3.468688 -2.696137 -1.592046 -0.03 0.00 0.02
C 2.941630 -1.489335 -1.168091 0.00 0.02 0.05
C 2.863813 1.819857 -1.618234 -0.03 -0.02 -0.05
C 3.334482 2.789349 -0.746678 -0.04 0.04 0.05
C 4.398266 3.604960 -1.109169 -0.01 0.03 0.02
C 4.991017 3.472579 -2.353152 -0.01 0.00 0.00
C 4.518859 2.512744 -3.238901 0.01 0.00 0.00
C 3.468505 1.689990 -2.872146 0.02 -0.02 0.03
H -0.959995 5.328545 -5.113866 0.01 0.00 0.01
H -1.269003 5.073994 -7.542239 0.00 -0.01 0.00
H 0.149448 1.225240 -7.486418 0.00 0.00 0.00
H 0.538382 1.309000 -5.037208 0.02 0.02 0.01
H -1.203906 -0.221436 -4.190493 -0.02 0.02 0.04
H -1.949458 -2.315076 -5.250145 0.00 0.00 0.00
H -2.904281 -4.134575 -3.867860 0.00 0.00 0.00
H -3.159350 -3.814168 -1.422537 0.00 -0.01 -0.01
H -2.445748 -1.703348 -0.378443 0.03 0.00 0.03
H -2.216993 1.800699 -3.861524 -0.04 -0.04 0.00
H -4.169672 3.079712 -4.569798 0.00 0.00 0.00
H -5.868957 3.784764 -2.898729 0.00 0.00 0.00
H -5.578091 3.143247 -0.520661 -0.01 0.00 -0.01
H -3.646832 1.823585 0.183940 0.04 0.02 0.05
H 0.962302 -0.785061 -3.818773 0.02 -0.01 -0.01
H 1.894002 -2.956936 -4.582221 0.00 0.00 0.00
H 3.489289 -4.180820 -3.143670 0.00 0.00 0.00
H 4.164154 -3.230277 -0.957486 0.01 -0.01 -0.01
H 3.217753 -1.077299 -0.202425 -0.02 0.01 0.01
H 2.889536 2.916403 0.223505 -0.06 -0.01 0.01
H 4.757110 4.342792 -0.403394 0.01 0.00 -0.01
H 5.817556 4.112946 -2.635251 0.00 0.00 0.00
H 4.970536 2.401630 -4.216785 0.00 0.00 0.00
H 3.115219 0.943668 -3.572618 -0.02 -0.01 0.01
C 0.397082 -6.298536 1.582894 0.00 -0.03 0.00
C 0.256526 -5.947006 0.248392 0.00 -0.01 -0.02
C 0.199398 -4.610928 -0.115211 -0.01 0.03 0.02
C 0.267667 -3.592575 0.841510 -0.03 -0.08 0.05
C 0.426965 -3.962479 2.181229 0.00 -0.01 -0.07
C 0.488095 -5.299032 2.542070 0.01 0.01 0.03
C 0.212871 -2.203764 0.354468 -0.11 0.30 -0.09
C -0.102565 -1.085446 1.010224 0.03 -0.33 -0.07
C -0.619594 -1.050523 2.399465 0.10 0.10 0.03
C -1.891875 -1.551642 2.675750 0.04 0.05 -0.02
C -2.411147 -1.482887 3.956169 -0.03 -0.02 0.00
C -1.668405 -0.909013 4.979061 0.00 0.01 0.05
C -0.398558 -0.414615 4.715863 -0.01 0.00 0.00
C 0.125712 -0.482111 3.433821 -0.01 -0.07 -0.01
H 0.447348 -7.340735 1.873053 0.00 0.00 0.00
H 0.195623 -6.714670 -0.513833 0.00 0.00 0.00
H 0.100882 -4.336366 -1.160188 0.00 0.00 0.00
H 0.515230 -3.201103 2.941936 0.00 0.01 0.02
H 0.613968 -5.561496 3.585558 0.00 0.00 0.00
H 0.421465 -2.122538 -0.704101 0.07 -0.03 -0.03
H -2.476628 -1.986291 1.874480 0.00 0.00 0.00
H -3.404603 -1.865204 4.155628 0.00 0.01 0.00
H -2.083333 -0.840104 5.977131 0.00 0.00 0.00
H 0.186090 0.035193 5.509115 0.00 -0.01 0.01
H 1.115111 -0.101364 3.214563 -0.03 0.01 0.00
```
Forces are in eV/Å.

The relative energy (zero: lowest compared OMol25 entry of this formula, charge and spin) is 0.0 kJ/mol. The value obtained for the electronic energy is -3513.3504 Ha. As for the total charge: -1. The value obtained for the LUMO energy is 0.080 Eh. For the frontier orbital gap, the calculation gives 0.2669 hartree.

Atom charges from the Mulliken analysis, given in e for atoms 1 to 2: -2.55, -0.57



Record 2
Computed, not measured: a molecular structure, C45H48As2CdN7O4, with ωB97M-V/def2-TZVPD.

The geometry in XYZ format:
```
107
Properties=species:S:1:pos:R:3:forces:R:3
Cd 0.447578 0.984547 0.282454 -0.05 0.03 -0.13
O -3.239258 0.126159 -1.220761 -0.17 0.06 -0.07
C -2.469318 0.811070 -0.578611 0.29 0.21 0.04
N -1.281409 1.361503 -1.012096 -0.18 -0.15 0.05
C -1.229289 1.819268 -2.296833 0.07 -0.06 0.06
O -2.191821 2.001698 -3.023186 -0.01 0.04 0.00
C 0.141631 2.168121 -2.844758 -0.03 -0.14 0.15
C 0.198436 2.958728 -3.982502 -0.01 0.07 -0.08
C 1.435747 3.245730 -4.531122 -0.02 0.02 -0.04
C 2.567580 2.720854 -3.928822 0.04 0.04 -0.05
C 2.415366 1.943723 -2.794051 -0.07 -0.01 0.17
N 1.224801 1.666231 -2.250363 -0.01 0.06 -0.06
C -2.784474 1.141158 0.858514 0.24 -0.04 -0.04
C -4.071552 1.535385 1.182755 -0.12 -0.04 0.01
C -4.336963 1.911526 2.486963 -0.04 0.08 0.02
C -3.314736 1.840911 3.421488 -0.05 -0.07 0.04
C -2.068912 1.402577 3.009504 0.11 -0.09 -0.13
N -1.785341 1.072478 1.744192 -0.20 0.46 -0.10
H -0.724987 3.330320 -4.403137 0.02 -0.01 0.00
H 1.515642 3.872521 -5.410364 0.00 -0.01 0.02
H 3.558652 2.924347 -4.312644 -0.03 -0.01 0.01
H 3.282648 1.557217 -2.271487 -0.03 -0.01 0.01
H -4.831129 1.548325 0.412688 0.03 0.00 0.01
H -5.322493 2.259924 2.770714 0.03 -0.03 0.00
H -3.472512 2.114680 4.456513 0.01 0.00 -0.05
H -1.265341 1.309857 3.727933 0.11 0.07 0.01
C 0.673889 -1.434337 4.121259 -0.07 -0.14 -0.10
C 0.605027 -2.818627 3.450472 0.00 0.20 0.07
As 0.359393 -2.882679 1.489809 -0.13 0.05 -0.16
C -1.594765 -2.948259 1.388903 -0.07 0.04 0.32
C -2.320827 -1.938449 2.023210 0.07 -0.24 -0.06
C -3.707247 -1.903655 1.945910 0.01 -0.08 -0.04
C -4.385682 -2.880362 1.228132 0.03 0.06 0.03
C -3.672076 -3.887618 0.592712 0.11 -0.01 -0.01
C -2.283941 -3.923620 0.672382 -0.15 0.00 0.13
C 0.738458 -4.772464 1.228709 0.02 -0.09 0.00
C 1.612091 -5.142838 0.210667 0.02 -0.05 0.04
C 1.908149 -6.481667 -0.027620 -0.01 -0.01 0.04
C 1.329234 -7.464309 0.762019 0.00 0.06 0.02
C 0.463362 -7.104594 1.789489 0.00 0.02 0.00
C 0.168697 -5.767975 2.020524 -0.02 -0.11 -0.04
As 1.339681 0.075937 3.039278 0.24 -0.08 0.17
C 3.260737 -0.296981 3.066934 -0.01 -0.05 -0.17
C 3.744795 -1.564864 2.734954 0.09 0.07 0.01
C 5.111224 -1.799617 2.636929 -0.01 0.06 0.03
C 6.009291 -0.762838 2.860947 -0.03 -0.03 -0.03
C 5.535251 0.501943 3.180334 -0.02 0.02 0.00
C 4.169803 0.735820 3.282369 0.00 -0.04 0.00
C 1.320470 1.490515 4.372147 -0.01 0.05 -0.02
C 1.575574 1.237575 5.717818 -0.05 0.07 0.04
C 1.596989 2.282720 6.630659 0.00 0.03 -0.04
C 1.381602 3.588306 6.202481 0.00 -0.04 0.00
C 1.149663 3.847883 4.859238 0.02 -0.05 0.05
C 1.118061 2.801355 3.945130 -0.02 -0.01 0.00
H 1.293868 -1.512877 5.010470 0.03 0.00 0.08
H -0.313832 -1.116533 4.455651 -0.10 -0.01 -0.02
H -0.182615 -3.415815 3.906908 -0.05 -0.02 0.02
H 1.538189 -3.353745 3.616780 0.04 -0.04 -0.01
H -1.800767 -1.164268 2.572178 -0.02 -0.14 0.02
H -4.254728 -1.109632 2.440621 0.03 -0.06 0.00
H -5.466608 -2.860539 1.168843 0.03 0.01 -0.01
H -4.197820 -4.656247 0.039146 -0.01 -0.01 0.02
H -1.743346 -4.723277 0.178413 0.02 -0.05 0.04
H 2.092562 -4.374782 -0.382362 0.02 0.07 -0.09
H 2.600899 -6.756553 -0.814760 -0.03 0.03 0.03
H 1.560576 -8.507420 0.587794 -0.01 0.02 0.00
H 0.015147 -7.869002 2.412510 0.02 0.02 -0.02
H -0.524002 -5.508000 2.811976 0.00 0.02 0.00
H 3.062793 -2.382801 2.547177 -0.02 -0.05 -0.01
H 5.472101 -2.791453 2.393335 -0.01 0.02 0.00
H 7.074413 -0.940872 2.780320 -0.03 0.01 0.01
H 6.226964 1.320682 3.335406 -0.03 -0.03 -0.01
H 3.820405 1.736218 3.502473 -0.01 0.01 0.02
H 1.774019 0.231376 6.064002 0.00 0.01 0.02
H 1.794394 2.078596 7.675418 0.00 0.01 -0.01
H 1.408463 4.402981 6.916065 0.00 -0.04 -0.02
H 1.005616 4.865055 4.516874 0.00 -0.03 0.00
H 0.978847 3.011464 2.891817 -0.01 0.00 -0.01
N 2.549870 -0.159475 -0.116362 0.02 0.18 0.30
N 3.482879 0.886780 0.024952 0.10 0.10 -0.26
C 3.172777 2.147576 0.610729 -0.35 0.00 0.16
O 4.126972 2.871679 0.823900 -0.05 -0.02 0.02
O 1.927798 2.398666 0.848926 0.55 0.04 -0.07
H 2.711888 -0.866896 0.596377 -0.04 -0.11 0.00
H 2.687899 -0.583038 -1.025928 -0.16 0.00 -0.09
H 4.442529 0.616458 0.179073 0.03 -0.04 0.08
C 0.497516 -3.054023 -3.826940 -0.12 0.02 0.05
C 0.592770 -1.869035 -2.830783 -0.19 0.03 -0.07
N -0.726083 -1.312645 -2.569417 -0.10 -0.23 -0.14
C -1.334729 -0.831617 -3.808632 0.00 -0.16 0.04
C -1.509397 -2.003676 -4.810345 0.06 -0.01 0.14
N -0.962315 -3.244537 -4.146537 0.02 0.11 0.08
C -1.741478 -3.548495 -2.890008 0.07 0.13 -0.05
C -1.589275 -2.324887 -1.953065 0.31 0.14 -0.22
H 0.860723 -3.992283 -3.411136 -0.01 -0.02 0.01
H 1.007176 -2.862243 -4.768446 0.01 0.00 -0.04
H 1.233731 -1.082967 -3.230608 0.00 0.01 -0.02
H 1.009836 -2.207353 -1.884455 0.07 -0.06 0.10
H -0.703417 -0.056498 -4.241941 0.00 -0.02 -0.01
H -2.293596 -0.378950 -3.564960 0.00 0.01 0.00
H -0.950764 -1.864276 -5.733526 0.02 -0.01 -0.03
H -2.550608 -2.203175 -5.053676 -0.03 -0.02 0.01
H -1.055961 -4.028241 -4.785908 -0.01 -0.03 -0.04
H -1.330024 -4.465294 -2.470184 0.02 -0.02 0.00
H -2.771931 -3.723883 -3.190508 -0.03 -0.02 -0.02
H -1.145941 -2.635221 -1.011354 0.02 0.09 -0.11
H -2.552847 -1.872572 -1.737438 -0.01 0.00 0.01
```
Forces are in eV/Å.

The relative energy (zero: lowest compared OMol25 entry of this formula, charge and spin) is 81.5 kJ/mol. The value obtained for the electronic energy is -7066.9496 Ha. As for the total charge: +1. The value obtained for the LUMO energy is -0.095 Eh. For the frontier orbital gap, the calculation gives 0.2861 hartree.

Atom charges from the Mulliken analysis, given in e for atoms 1 to 2: 2.53, -0.67